# C4H9N3O

An isolated molecule of C4H9N3O at a distorted geometry (ωB97M-V/def2-TZVPD, OMol25).

```
17
Properties=species:S:1:pos:R:3:forces:R:3
O -1.876 -0.036 -0.536 2.578 0.842 0.461
N -0.064 -2.059 0.201 -0.661 -0.521 -0.242
N -2.678 0.642 0.393 -0.156 0.980 0.494
N 1.929 -0.576 -0.634 -2.453 -0.788 0.513
C -0.222 0.333 -0.366 -5.620 -0.259 0.456
C 2.813 -0.643 0.252 -0.714 0.043 1.012
C 0.324 -0.804 -0.092 5.451 0.595 -1.485
C 0.060 1.772 -0.415 -0.278 -0.053 -0.635
H 2.493 -0.827 1.291 0.723 0.048 -0.011
H -0.878 -2.408 -0.282 0.166 -0.122 0.282
H -3.279 1.309 -0.093 0.331 -0.197 -0.271
H -0.133 2.149 -1.419 0.111 0.150 -0.081
H -0.652 2.275 0.254 0.251 -0.173 0.030
H -3.323 0.019 0.874 0.506 -0.488 -0.283
H 3.859 -0.461 0.003 -0.055 -0.166 0.037
H 1.087 2.003 -0.135 -0.090 -0.082 0.066
H 0.540 -2.689 0.703 -0.091 0.191 -0.344
```
Positions in Å, forces in eV/Å.

The HOMO-LUMO gap is 9.127 eV. Its LUMO energy is 1.015 eV. Its energy above the lowest of the compared OMol25 structures with the same formula, charge and spin is 6.0096 eV. The structure (SMILES) is C=N/C(N)=C(\C)ON. The calculation puts the total energy at -397.1298 hartree.